{
  "formula": "C51H40IIrO6P3",
  "method": "wB97M-V/def2-TZVPD",
  "symbols": ["Ir", "I", "P", "P", "P", "O", "O", "O", "O", "O", "O", "C", "C", "C", "C", "C", "C", "C", "C", "C", "C", "C", "C", "C", "C", "C", "C", "C", "C", "C", "C", "C", "C", "C", "C", "C", "C", "C", "C", "C", "C", "C", "C", "C", "C", "C", "C", "C", "C", "C", "C", "C", "C", "C", "C", "C", "C", "C", "C", "C", "C", "C", "H", "H", "H", "H", "H", "H", "H", "H", "H", "H", "H", "H", "H", "H", "H", "H", "H", "H", "H", "H", "H", "H", "H", "H", "H", "H", "H", "H", "H", "H", "H", "H", "H", "H", "H", "H", "H", "H", "H", "H"],
  "xyz": [[-0.078608, 0.739328, -0.715644], [-4.173247, 8.867882, -0.545762], [-0.801017, -2.497401, -1.017996], [1.474787, 1.526980, 0.702198], [-2.894986, -0.326632, -1.231962], [-2.757563, 2.179568, -1.990361], [-0.807329, 2.653998, -0.953629], [2.794218, -0.992847, -2.225451], [-1.982869, 0.341782, -0.191503], [0.116227, -1.324379, -0.687373], [1.896549, 0.851657, -1.315970], [-0.627099, -3.114565, -2.684130], [1.652291, 4.183179, -0.210944], [-0.030429, 1.147647, 4.560027], [0.780161, 0.980672, 3.444263], [3.681225, 3.208339, 0.616874], [0.526800, 1.688708, 2.269682], [0.526917, -3.138248, -4.788052], [2.316758, 3.095843, 0.346874], [-1.572735, 0.355053, -3.640981], [2.326179, 5.368561, -0.462459], [-3.610535, 4.775353, -1.827178], [-3.325994, -1.292325, -3.724061], [-1.108781, 2.017105, 4.527028], [-2.016711, 2.935342, -1.368263], [-1.306669, 0.130129, -4.982746], [-0.210555, -4.468917, 2.440526], [-4.098318, 6.060329, -1.662640], [2.820286, 0.363972, 1.095686], [-0.525933, -3.507574, 1.497646], [3.675421, 5.484453, -0.166048], [-2.060832, -0.786461, -5.699824], [4.349104, 4.397609, 0.368497], [0.003609, -5.068862, -0.271382], [-2.559942, -2.081248, -0.790841], [-0.588739, 2.526439, 2.237694], [4.899818, -1.470555, 1.459143], [-3.444946, 6.933054, -0.803420], [-7.237180, 0.433733, -0.127994], [-6.316469, 0.060103, 0.842276], [4.586885, -0.551856, 2.453365], [-4.605513, -0.029840, -0.841955], [-3.079959, -1.490573, -5.072683], [2.603596, -0.287232, -1.271587], [0.316511, -6.028649, 0.682154], [3.206333, -0.498722, 0.074749], [-0.305062, -4.152421, -5.232966], [-2.573250, -0.362597, -3.000575], [-4.998005, -0.172968, 0.489164], [-0.426688, -3.809659, 0.136526], [-5.523283, 0.363665, -1.810686], [-1.306013, -4.653018, -4.405940], [-6.842354, 0.588640, -1.449416], [0.206978, -5.730019, 2.030831], [-1.391502, 2.700146, 3.352277], [3.557564, 0.362184, 2.276466], [-1.471245, -4.133514, -3.135831], [0.375319, -2.616110, -3.509046], [-2.470365, 4.353756, -1.150186], [4.217066, -1.429603, 0.254155], [-2.314133, 6.527666, -0.110900], [-1.830298, 5.239765, -0.288360], [-1.813256, 7.206973, 0.565050], [1.566946, 0.245823, 3.506614], [-0.960810, 4.932482, 0.268122], [-0.839672, 3.053672, 1.328643], [-4.980999, 6.381001, -2.198193], [0.452472, -6.481076, 2.769974], [0.651744, -7.007771, 0.367908], [-0.284805, -4.236718, 3.494445], [4.476336, -2.079619, -0.571025], [-8.267215, 0.614132, 0.149741], [-3.675974, -2.202721, -5.627359], [-0.175661, -4.560257, -6.227029], [5.153417, -0.536011, 3.374989], [0.104337, -5.299046, -1.323082], [-3.182090, -2.804707, -1.316330], [-2.247410, -4.535512, -2.493554], [5.406108, 4.463982, 0.589409], [-4.272574, -0.441353, 1.248019], [-4.108911, 4.080570, -2.489322], [-2.240119, 3.369741, 3.293166], [-1.858392, -0.948404, -6.750352], [0.187773, 0.582315, 5.456828], [-1.731747, 2.149780, 5.401580], [-5.203690, 0.513304, -2.833883], [0.618699, 4.092441, -0.487427], [4.248403, 2.378717, 1.012156], [-4.112846, -1.861664, -3.242928], [1.787597, 6.198230, -0.902098], [5.697649, -2.184440, 1.612284], [-0.999311, 1.102539, -3.110529], [-0.829218, -2.515864, 1.816001], [4.200876, 6.409608, -0.361847], [1.038830, -1.836432, -3.155609], [-2.774250, -2.163663, 0.277647], [3.371122, 1.092713, 3.051924], [1.305859, -2.751315, -5.431369], [-0.516348, 0.685442, -5.469459], [-6.625097, -0.044078, 1.873633], [-7.559750, 0.895216, -2.198553], [-1.953600, -5.447092, -4.753168]],
  "forces_ev_per_a": [[0.117, 0.235, -0.122], [0.000, 0.000, 0.001], [0.111, 0.063, 0.155], [-0.382, -0.507, 0.782], [0.021, -0.610, 0.358], [-0.073, -0.210, 0.395], [-0.042, 0.258, 0.203], [0.103, -0.006, 0.010], [-0.222, 0.386, -0.162], [0.197, -0.151, -0.124], [-0.116, 0.226, -0.717], [0.056, -0.017, -0.032], [-0.010, 0.084, -0.008], [-0.019, -0.002, 0.006], [-0.170, -0.216, -0.012], [0.073, 0.000, 0.055], [0.045, 0.160, -0.010], [0.002, -0.009, 0.004], [-0.023, -0.027, -0.089], [0.137, -0.052, -0.096], [-0.020, -0.011, 0.011], [-0.013, -0.004, -0.034], [0.074, 0.017, -0.027], [0.015, -0.012, -0.053], [0.399, 0.150, -0.413], [-0.034, -0.004, 0.002], [-0.003, 0.033, 0.005], [0.009, -0.002, -0.008], [0.026, -0.036, -0.225], [0.009, -0.035, -0.032], [-0.033, -0.026, 0.001], [-0.022, 0.024, 0.020], [0.018, -0.005, 0.011], [-0.017, 0.034, 0.065], [-0.063, 0.107, 0.135], [0.050, 0.237, 0.033], [-0.060, 0.042, -0.009], [-0.016, 0.024, -0.003], [-0.005, 0.002, -0.025], [0.023, -0.007, 0.008], [0.001, -0.021, -0.009], [0.027, 0.162, -0.088], [0.017, 0.017, 0.026], [-0.163, 0.046, -0.030], [0.007, 0.007, -0.022], [0.055, -0.065, -0.071], [-0.002, -0.001, 0.022], [-0.101, -0.091, -0.041], [-0.016, -0.007, -0.017], [-0.004, -0.033, 0.016], [0.019, 0.027, -0.001], [0.001, -0.003, -0.015], [-0.006, 0.002, 0.003], [-0.005, -0.018, 0.006], [0.004, 0.012, -0.028], [0.010, 0.025, 0.121], [0.018, -0.017, 0.016], [-0.030, 0.011, 0.019], [0.087, -0.050, 0.182], [0.032, -0.043, 0.016], [0.032, -0.045, 0.001], [-0.126, -0.019, -0.052], [-0.002, -0.001, 0.001], [0.004, 0.053, -0.042], [0.076, -0.025, 0.053], [0.013, -0.001, -0.049], [0.001, -0.001, -0.003], [0.000, 0.001, 0.000], [0.001, -0.001, 0.001], [-0.001, -0.001, 0.000], [0.002, -0.001, 0.005], [0.002, 0.001, 0.002], [-0.001, 0.002, -0.008], [-0.002, -0.002, -0.001], [0.009, -0.005, -0.002], [0.002, -0.008, -0.016], [0.014, -0.008, -0.063], [0.002, -0.006, -0.001], [0.001, 0.012, -0.006], [-0.003, -0.002, 0.004], [0.002, 0.013, 0.012], [-0.003, -0.013, 0.025], [-0.002, -0.008, -0.002], [-0.009, 0.016, 0.012], [0.002, -0.001, 0.003], [-0.007, 0.003, 0.008], [-0.056, -0.046, -0.034], [-0.040, 0.003, -0.008], [-0.012, -0.006, 0.011], [0.012, 0.005, 0.000], [0.006, -0.001, -0.009], [0.028, 0.031, 0.004], [-0.005, 0.003, 0.006], [0.003, -0.001, -0.001], [0.002, -0.010, -0.009], [-0.024, -0.012, 0.005], [-0.036, -0.022, -0.024], [0.007, 0.005, 0.004], [0.011, 0.001, 0.008], [0.000, -0.001, -0.001], [-0.001, 0.003, 0.003], [0.001, 0.000, 0.001]],
  "e_lumo_ha": -0.10404,
  "total_energy_ha": -3844.9331,
  "e_above_lowest_kj_mol": 194.7,
  "total_charge": 1,
  "homo_lumo_gap_ev": 7.6745,
  "spin_multiplicity": 1,
  "homo_energy_ev": -10.506
}